Record 1
The following is a DFT calculation (ωB97M-V with the def2-TZVPD basis set) of a structure of composition C3H5N3O.

Values from the calculation:
- lowest unoccupied orbital energy (eV) = 0.4
- calculated total energy (eV) = -9706.1893
- E_HOMO (eV) = -8.94
- energy above the lowest of the compared OMol25 structures with the same formula, charge and spin (eV) = 4.395

The geometry in XYZ format:
```
12
Properties=species:S:1:pos:R:3:forces:R:3
O -1.2851 0.0248 -2.0169 0.005 0.191 -0.012
N -0.4422 1.2264 -0.2071 -0.061 -0.196 -0.033
H -0.7222 -2.0471 -0.2443 0.047 0.160 0.010
N -0.3527 -0.5092 1.2898 0.128 -0.036 0.130
H 0.2802 -0.9711 1.9346 -0.069 0.057 -0.057
H 1.2732 -0.4620 0.0804 -0.041 0.136 0.103
N 1.5148 0.6219 0.9610 -0.112 0.147 -0.099
H -1.3277 0.9298 -2.3648 -0.017 -0.141 0.002
H 1.9408 1.3866 0.4369 -0.034 -0.081 0.076
C -0.3158 -1.0581 -0.0497 -0.272 -0.106 -0.145
C 0.1853 0.7109 0.9124 0.269 -0.110 -0.044
C -0.7474 0.0999 -0.8016 0.157 -0.022 0.069
```
Forces are in eV/Å.

Löwdin population analysis, charges in e, atoms 1 to 2: number 1, O, carries 0.10; number 2, N, carries 0.16

***

Record 2
The following is a DFT calculation (ωB97M-V with the def2-TZVPD basis set) of a structure of composition C9H12N4.

Values from the calculation:
- lowest unoccupied orbital energy (eV) = -8.7
- calculated total energy (eV) = -15466.1924
- net charge = +2
- E_HOMO (eV) = -18.05
- energy above the lowest of the compared OMol25 structures with the same formula, charge and spin (eV) = 1.859

The geometry in XYZ format:
```
25
Properties=species:S:1:pos:R:3:forces:R:3
H -4.7461 -0.4428 0.2760 2.028 0.514 -0.840
C -1.0558 2.3182 -0.0416 3.572 -1.609 -0.965
C -1.6855 -1.8580 0.0918 3.474 2.913 -0.327
C -1.5188 0.8905 -0.0833 0.968 1.249 -0.417
N -0.7411 -0.1718 -0.1533 -6.442 -3.118 -0.869
N 0.5490 -0.1638 -0.0397 4.539 -0.115 0.438
H -3.6567 1.6106 -0.2289 1.653 -0.222 0.390
H -0.5813 2.6489 -1.0041 -0.141 -0.632 0.612
C -3.6102 -0.3792 0.0729 -0.963 -0.165 1.086
H -0.3222 2.5148 0.7580 -0.425 -0.120 -0.243
H 2.8923 0.7552 1.8614 0.507 -0.686 -0.226
H -0.8047 -2.4524 0.1202 -0.083 -0.813 0.064
H 4.8263 -0.4826 0.2807 -0.697 0.610 -0.225
C -2.9320 -1.6387 0.2510 -3.193 -0.278 0.440
N 2.6925 -0.3434 -0.0639 1.299 -0.158 -1.582
H 4.4263 -0.5190 -1.4295 -0.277 0.862 -1.317
H -1.8758 2.8994 0.0281 -2.603 2.019 0.654
C 1.5934 -0.5946 -0.7884 0.197 0.748 1.132
C -2.9314 0.7662 -0.0717 -2.611 0.349 -0.711
H -3.7522 -2.3179 0.5494 1.417 -0.929 -0.247
N 1.0130 0.2862 1.1185 1.363 1.151 1.664
H 1.7363 -0.9649 -1.7607 -0.793 -0.572 -1.186
C 2.3434 0.2289 1.0865 -3.132 0.797 0.698
C 4.0654 -0.7532 -0.4708 0.453 -1.642 2.307
H 4.0757 -1.8367 -0.3585 -0.109 -0.154 -0.331
```
Forces are in eV/Å.

Löwdin population analysis, charges in e, atoms 1 to 2: number 1, H, carries 0.18; number 2, C, carries 0.04

***

Record 3
The following is a DFT calculation (ωB97M-V with the def2-TZVPD basis set) of a cluster of 2 separate species, C5H8N3O2 in total.

Values from the calculation:
- lowest unoccupied orbital energy (alpha / beta) (eV) = -5.1 / -5.1
- calculated total energy (eV) = -13870.0753
- net charge = +1
- E_HOMO (alpha / beta) (eV) = -12.44 / -12.44
- energy above the lowest of the compared OMol25 structures with the same formula, charge and spin (eV) = 3.148

The geometry in XYZ format:
```
18
Properties=species:S:1:pos:R:3:forces:R:3
O -1.9858 -0.6556 0.7639 1.738 -1.231 -1.298
O -0.3184 -2.7445 -0.2917 -2.194 0.828 3.329
H 1.3744 1.9230 0.4864 0.692 1.202 0.517
C -1.3983 -0.6106 -0.5552 -3.173 1.749 2.555
H 2.5489 -1.5618 0.3481 0.306 2.353 -0.337
C -2.6124 1.1512 -0.3351 -1.177 -1.209 2.027
C 1.3549 -0.0380 -0.0667 -1.648 -2.274 -0.186
H 3.3905 -0.0206 0.4533 -0.469 0.231 0.256
H -3.2745 1.9517 -0.5913 0.360 0.566 -0.311
N 2.4974 -0.4924 0.3104 1.927 -3.367 0.343
H -0.8588 -2.6361 0.6317 1.765 -0.958 -2.711
H -0.0478 1.2263 -0.2548 0.686 0.884 0.205
C -2.6964 0.4314 0.8677 0.258 1.722 -1.959
C -0.4972 -1.6093 -0.8841 3.439 1.479 -3.009
N 0.9166 1.1504 0.0878 -2.002 0.328 -1.170
N -1.8218 0.4710 -1.1710 1.219 -1.100 -0.873
H 0.0108 -1.3990 -1.9072 -1.044 -1.052 1.807
H -3.0677 0.7281 1.8088 -0.682 -0.150 0.814
```
Forces are in eV/Å.

Löwdin population analysis, charges in e, atoms 1 to 2: number 1, O, carries 0.08; number 2, O, carries 0.12

***

Record 4
The following is a DFT calculation (ωB97M-V with the def2-TZVPD basis set) of the molecule C19H24N4O2.

Values from the calculation:
- lowest unoccupied orbital energy (eV) = 0.5
- calculated total energy (eV) = -30130.9597
- E_HOMO (eV) = -7.64
- SMILES = COc1ccc(NC(=O)[C@H]2CCCN(c3nc(C)cc(C)n3)C2)cc1
- energy above the lowest of the compared OMol25 structures with the same formula, charge and spin (eV) = 18.475

The geometry in XYZ format:
```
49
Properties=species:S:1:pos:R:3:forces:R:3
C 3.9085 -2.0384 0.1228 -7.638 -10.378 5.502
H 1.9769 3.7047 -1.0817 -0.101 -2.001 -0.512
C 5.1034 -1.8778 0.0103 14.505 3.821 -6.468
O -1.5424 1.3430 1.5718 1.585 -4.469 -6.078
H -5.7585 -1.5334 -2.2109 -6.527 -6.362 -10.420
H -1.7107 0.0086 -1.3982 -0.294 -0.534 -0.742
H -6.0309 0.1906 1.6666 -0.321 0.088 -0.855
H 6.7697 0.7698 -1.1669 0.448 5.421 -1.364
H 0.9364 1.3569 2.2262 0.179 -0.687 -3.176
H 6.9277 -0.7545 -1.9239 0.358 -1.973 -3.036
H -0.0113 3.1981 0.5483 1.215 -2.663 -2.590
C 0.3458 2.4290 -0.3824 -0.094 2.505 -3.258
H 2.4950 -3.6513 1.1041 0.005 -0.250 -0.992
C 3.4917 -3.7963 0.6593 -1.357 6.053 3.924
C 6.7524 -0.2017 -1.1097 0.291 -2.267 7.716
C -1.1859 0.6639 0.3379 -1.865 6.674 6.092
C -4.1797 0.2990 0.6344 -7.248 7.188 15.268
H 2.4461 3.1469 1.2359 1.860 -1.342 -3.007
C 3.3699 0.0075 0.2836 -5.289 1.877 5.877
H -3.2770 -0.9637 -2.3382 -2.084 0.596 2.620
C -5.5631 0.0053 0.6956 2.291 0.759 2.212
H 5.8857 -2.6008 -0.4288 -1.448 0.664 1.227
C -5.3321 -1.1245 -1.5688 5.991 8.356 14.149
H -3.7510 0.9541 1.6209 -0.847 -1.856 -3.257
C 1.2452 0.9134 1.1395 -4.654 -6.700 1.888
C -6.0695 -0.6676 -0.3194 2.854 -0.459 -2.639
C -8.2158 -0.6864 0.8278 4.043 1.500 -1.028
C 1.9097 2.5506 -0.8331 -3.456 8.549 2.870
C -4.0688 -0.7378 -1.3970 3.689 -1.915 -3.512
H -8.2812 0.4805 0.8433 0.202 -2.232 1.119
N 3.1233 -1.2253 0.6171 -6.351 2.620 -0.466
N 2.5257 1.0450 0.8185 5.352 1.807 -2.421
C 0.2144 0.9934 -0.1720 -1.432 -0.762 6.170
O -7.2854 -0.8812 -0.3889 -8.396 -2.279 0.767
N -2.1288 0.3390 -0.5571 0.222 -1.339 2.409
H -0.3345 2.6277 -1.3291 1.384 0.646 1.629
H 7.6187 -0.4024 -0.2784 -1.768 0.113 -2.065
H 2.2277 2.0148 -1.5809 0.966 -3.095 -4.515
N 4.4798 0.4666 0.0118 9.597 0.181 -5.331
H 1.1757 -0.3325 1.2181 0.006 3.010 0.909
H 0.3855 0.1871 -0.8480 1.305 0.169 -1.264
H 4.0575 -4.0855 1.5236 1.210 -0.325 -0.449
C 2.8890 2.4690 0.2287 -9.543 -1.839 7.472
C 5.4601 -0.4772 -0.3521 -2.608 -1.678 1.555
H 3.8170 2.5045 0.0366 6.598 0.735 -1.320
H -9.1066 -1.0486 0.4664 -2.022 -0.946 -0.672
C -3.4855 -0.1606 -0.1941 9.571 -3.576 -14.054
H 3.5790 -4.0607 -0.2697 0.367 -3.285 -4.690
H -7.7986 -1.3609 1.6801 -0.750 1.883 -1.193
```
Forces are in eV/Å.

Löwdin population analysis, charges in e, atoms 1 to 2: number 1, C, carries -0.33; number 2, H, carries 0.15

***

Record 5
The following is a DFT calculation (ωB97M-V with the def2-TZVPD basis set) of a structure of composition C55H69BF6N6OP2Pb.

Values from the calculation:
- lowest unoccupied orbital energy (eV) = -5.8
- calculated total energy (eV) = -109941.0443
- net charge = +2
- E_HOMO (eV) = -12.70

The geometry in XYZ format:
```
141
Properties=species:S:1:pos:R:3:forces:R:3
F -3.0611 2.0156 5.0629 0.129 0.011 -0.344
C 2.9297 -0.4401 -0.1498 -0.091 -0.032 0.149
C 0.5465 1.2848 -4.1207 0.160 -0.102 -0.099
H 1.9466 -0.5313 -0.5977 0.025 0.023 -0.090
H -5.0965 -1.6077 -1.6133 -0.012 -0.015 0.058
H 0.2443 -1.2535 -1.9345 -0.024 -0.068 0.022
H -6.3067 -0.1378 1.6265 0.074 0.051 -0.066
C -1.0606 5.7499 -0.5333 -0.010 -0.063 0.000
C 0.9627 3.7274 4.2995 -0.028 0.024 0.001
H 2.2417 -5.9594 -2.0227 -0.037 -0.050 -0.035
C -1.8672 0.0920 4.2154 -0.114 0.294 0.098
C 1.5034 0.9240 -6.4208 -0.004 0.108 -0.061
H 3.2083 1.5586 -0.8515 0.132 -0.248 0.142
H 4.1775 -6.1804 -0.7166 0.052 -0.050 -0.006
P 1.8268 -3.7039 -1.3769 -0.104 -0.198 -0.150
C -3.3296 2.1155 -2.2576 -0.086 -0.114 -0.159
C 0.1980 4.7351 1.4759 0.127 0.054 0.223
C -3.2770 3.0178 -3.4466 0.066 0.021 0.100
H 1.6299 4.4491 -1.5655 0.013 -0.086 -0.009
H -6.4421 -0.5169 -1.2489 0.094 -0.068 0.023
C 5.0727 -2.2668 -4.2228 0.016 0.067 -0.044
C 1.5756 -3.9882 4.3030 0.022 -0.025 0.119
O -1.1810 -0.2610 3.0734 -0.247 -0.104 -0.231
H -0.4592 -0.9552 -6.5840 0.031 0.024 0.119
H 2.2759 -1.0765 -2.7490 0.016 -0.039 -0.019
H 1.5129 3.3148 5.1494 0.025 0.059 -0.059
C 4.0122 -4.0157 -2.9714 0.070 -0.007 -0.002
H 4.0029 -5.0497 -2.6465 0.029 0.138 -0.094
N 0.0007 2.5712 0.9513 0.148 0.286 0.050
C 3.0499 -1.7902 -3.0050 -0.045 0.034 -0.003
P 2.6958 -3.0990 0.5769 0.299 0.077 -0.071
C -0.9364 0.2343 5.4235 0.033 0.022 0.005
C 1.4483 3.0731 2.9926 -0.062 0.008 0.012
H 3.5262 3.4662 3.4698 -0.062 0.023 -0.104
C 3.4000 -5.6664 -0.1586 -0.050 0.173 0.020
H -2.6499 -5.2228 -2.5609 0.031 0.066 0.016
H 5.7784 -4.2975 -4.1439 -0.055 0.062 0.012
C 2.0344 3.4341 -1.5056 -0.251 0.125 -0.080
H -5.0544 1.1078 1.7465 -0.149 -0.042 -0.108
H -0.9172 6.6916 -0.0079 -0.008 -0.008 0.012
H -0.2971 -0.6465 5.4728 -0.042 0.035 0.014
H -6.1528 -1.9197 -0.2205 0.018 0.072 -0.066
H -0.5612 2.7501 -6.0404 -0.027 -0.078 -0.034
H -1.4973 0.3244 6.3524 0.040 0.008 0.003
C 0.5181 3.4304 1.8526 0.025 0.024 -0.152
H 1.9835 3.1231 -0.4589 -0.041 0.112 -0.097
H 4.4612 -4.5148 1.3684 0.034 -0.009 0.059
C 0.1096 -3.4296 -1.7704 0.062 0.165 0.120
C 1.2941 2.4957 -2.4117 0.186 -0.124 -0.091
C 1.5870 1.5653 3.1703 -0.006 -0.068 -0.052
C -2.5212 1.4694 3.9711 -0.043 -0.095 -0.004
H 1.2678 -5.8549 -0.5748 -0.076 -0.017 0.086
H -3.2145 -0.7175 1.6151 -0.139 -0.055 -0.130
H -3.4786 -2.9553 -3.0931 0.055 0.015 0.038
H -0.1012 3.5613 4.4648 0.172 0.041 0.040
H 1.1385 4.8063 4.2841 -0.040 -0.087 -0.009
C -3.0029 -0.9477 4.5847 0.119 -0.324 0.082
C -5.6461 0.5188 1.0507 -0.055 0.024 -0.020
H -4.5212 -1.8703 1.5919 0.040 0.010 -0.120
H 1.8669 1.9554 -6.4586 -0.032 -0.112 0.007
H 4.1114 -0.3428 -4.1423 0.006 0.045 -0.067
C -4.3426 1.2519 -1.8881 -0.239 0.090 0.098
C -2.4763 -3.0824 -2.7008 -0.102 -0.092 0.059
H -0.5627 5.8151 -1.5028 -0.024 -0.002 0.057
H -1.2862 -4.9613 2.7564 0.033 0.038 0.015
N -2.3402 1.9848 -1.3651 0.107 0.086 0.033
H -0.0856 -4.0579 0.8040 -0.026 0.024 0.018
H 5.8761 -1.9297 -4.8682 -0.069 -0.022 0.053
C 0.2670 0.7946 -5.5354 -0.112 -0.027 0.046
C 0.3086 -4.5344 4.1283 -0.067 0.069 0.057
C -2.0130 -4.3601 -2.4070 -0.057 0.010 -0.013
C 3.9935 -4.3540 0.3981 -0.051 -0.114 -0.016
C 3.0264 -3.1127 -2.5553 0.004 -0.103 -0.023
F -4.1504 -0.3699 4.9727 0.260 -0.077 -0.062
C 3.6286 0.7475 -0.2665 -0.078 0.131 -0.063
H -2.0121 -0.9673 -2.7147 0.043 -0.087 0.031
H 3.2334 3.1923 1.7382 -0.014 0.013 0.035
H 0.4632 5.6467 1.9944 -0.047 -0.140 -0.099
C -3.9174 0.6341 -0.7114 0.064 -0.265 -0.223
C 2.1543 -5.4569 -1.0606 0.031 -0.032 0.118
N -0.6125 3.3308 -0.0176 0.001 -0.092 -0.023
H 6.3393 -0.0303 1.6252 -0.079 -0.004 -0.047
C 1.6722 -3.5348 1.9549 -0.229 0.031 -0.075
H -3.2964 -1.9298 0.3139 0.032 -0.026 -0.079
H -2.3844 2.8256 -4.0442 -0.092 0.038 0.117
F -3.4664 1.3923 3.0079 0.304 0.199 0.289
H 1.2490 0.6268 -7.4413 0.048 0.017 0.060
H 2.3141 0.2795 -6.0817 0.105 -0.048 0.068
H 2.0300 -3.9702 5.2862 -0.051 0.026 -0.054
C -0.8413 1.6949 -6.1156 -0.005 -0.008 0.050
H 5.3961 1.8267 0.2889 -0.022 -0.065 -0.002
C -5.6594 -1.1361 -0.8027 -0.068 -0.078 -0.042
H 0.6366 1.0890 3.4080 0.107 0.000 -0.021
C 2.2672 -3.4852 3.2181 0.044 -0.017 -0.030
H -0.3838 -5.5513 -1.7433 0.021 0.038 -0.009
N 0.0791 1.9668 -2.1232 -0.157 -0.336 0.504
H -1.1395 -0.7485 -4.9626 0.002 -0.040 0.007
H 3.1225 -6.3199 0.6629 -0.049 -0.021 0.063
C -0.2305 -0.6534 -5.5565 0.065 0.007 0.037
H 3.0784 3.4853 -1.8110 0.039 0.054 -0.032
H -0.2245 -4.9297 4.9831 0.012 -0.007 -0.020
C 4.0874 -1.3732 -3.8187 -0.031 0.011 -0.077
F -2.6107 -1.7493 5.6081 -0.103 0.168 -0.493
C -0.5064 4.6364 0.2953 -0.110 0.042 -0.065
H -1.7745 1.5473 -5.5650 0.110 -0.004 -0.115
H -0.3129 1.1205 5.3052 -0.028 -0.072 0.015
C -0.2899 -4.5548 2.8767 -0.117 0.035 0.040
C 0.3856 -4.0470 1.7793 0.128 -0.050 0.035
F -3.2967 -1.7575 3.5503 0.220 0.116 0.606
H -2.1276 5.6129 -0.7200 0.085 0.005 0.017
C 5.3889 -0.1527 1.1185 0.071 0.066 0.007
H 0.5240 -1.3429 -5.1599 -0.034 0.028 -0.007
H -1.0150 1.4592 -7.1707 0.019 0.004 0.122
B -1.0422 2.7965 -1.4018 -0.060 0.065 -0.111
H -3.2619 4.0685 -3.1513 -0.018 -0.050 -0.001
N -2.6697 1.0501 -0.4226 -0.301 0.287 0.257
C 3.4861 -1.5028 0.5595 -0.146 -0.036 0.022
H -6.2668 1.2035 0.4668 0.025 -0.071 0.042
H 2.5325 2.3506 -4.2179 -0.118 -0.114 0.093
H -5.2954 1.1356 -2.3842 0.140 0.001 0.071
H 3.2612 -3.0693 3.3528 -0.061 -0.012 0.004
N -0.3699 1.1937 -3.1702 0.090 0.408 -0.025
Pb -0.8198 0.3259 0.9391 0.161 -0.307 0.239
C -4.7500 -0.3160 0.1180 0.018 0.021 0.054
H 2.2872 1.3529 3.9850 -0.061 0.008 -0.086
C 4.8543 0.8912 0.3690 0.050 -0.037 0.080
H -1.2551 3.7660 -2.0762 0.002 -0.095 0.065
C -0.3745 -2.1420 -2.0290 0.214 0.088 -0.139
H 1.9869 1.1050 2.2580 0.026 -0.011 -0.008
F -1.5740 2.3228 3.5036 -0.537 -0.151 0.099
C -1.6651 -1.9749 -2.4972 -0.096 0.235 0.037
C -0.7243 -4.5431 -1.9357 -0.004 0.011 -0.133
H 4.7440 -3.9300 -0.2671 0.057 0.018 -0.075
H -4.1576 2.8464 -4.0612 -0.028 0.005 -0.020
C 4.7194 -1.3623 1.2026 0.023 0.033 -0.039
C 2.8305 3.6556 2.6447 0.068 -0.032 0.057
H 2.7797 4.7342 2.4809 0.009 -0.090 0.026
C 1.6469 2.0571 -3.6676 0.158 0.096 -0.226
C -3.8864 -1.2608 0.9472 0.028 0.187 -0.141
H 5.1619 -2.1810 1.7602 -0.013 0.047 -0.049
C 5.0244 -3.5923 -3.8146 0.081 -0.034 -0.013
```
Forces are in eV/Å.

Löwdin population analysis, charges in e, atoms 1 to 2: number 1, F, carries 0.18; number 2, C, carries -0.11

***

Among the records above, which one has the lowest calculated total energy?
C55H69BF6N6OP2Pb